Record 1
Entry from the OMol25 dataset: a molecular structure, C10H21F3IO5P2RuS at a distorted geometry (the ωB97M-V functional and the def2-TZVPD basis).

Summary:
strongest force on any atom: 0.107 hartree/bohr
calculated total energy: -2541.6524 Ha
frontier orbital gap (spin up / spin down): 7.033 / 5.322 eV
net charge: +3
⟨S²⟩: 6.047
2S+1: 5

Positions of all 44 atoms, in Å:
C (-0.409, 3.525, -2.432)
C (0.475, 2.500, -1.930)
H (0.147, 4.252, -3.105)
H (-0.865, 4.060, -1.586)
H (-1.220, 3.037, -2.992)
O (1.654, 2.203, -1.944)
I (-2.886, 1.177, -0.182)
Ru (-0.097, 0.589, -0.426)
P (-0.423, -1.133, -1.846)
C (0.756, -2.518, -2.021)
C (-2.051, -1.926, -1.570)
H (-2.398, -2.301, -2.549)
H (-0.595, -1.490, -4.135)
H (-2.788, -1.185, -1.203)
H (-1.560, -0.001, -3.681)
H (0.702, -3.250, -1.198)
H (-1.956, -2.732, -0.823)
C (-0.612, -0.556, -3.566)
H (0.506, -2.994, -2.981)
H (0.262, 0.035, -3.867)
H (1.787, -2.148, -2.126)
P (0.456, 1.465, 1.824)
C (1.880, 1.039, 2.860)
C (0.624, 3.285, 1.699)
H (-1.930, 1.334, 2.238)
H (-1.052, 2.254, 3.470)
H (-1.038, 0.433, 3.477)
C (-1.021, 1.340, 2.859)
H (-0.341, 3.781, 1.521)
H (1.007, 3.627, 2.665)
H (1.943, 1.760, 3.684)
H (2.793, 1.187, 2.268)
H (1.378, 3.534, 0.946)
H (1.889, 0.025, 3.293)
C (1.751, 0.373, -0.673)
O (2.897, 0.276, -0.810)
F (0.220, -4.673, 2.867)
C (-0.082, -4.003, 1.733)
F (0.692, -4.480, 0.728)
F (-1.381, -4.237, 1.393)
S (0.200, -2.147, 2.013)
O (-0.373, -1.794, 3.322)
O (1.651, -2.020, 1.867)
O (-0.590, -1.504, 0.919)

Record 2
Entry from the OMol25 dataset: a molecular structure, C25H21ClIN3O6Os (the ωB97M-V functional and the def2-TZVPD basis).

Summary:
strongest force on any atom: 0.011 hartree/bohr
calculated total energy: -2429.5163 Ha
frontier orbital gap (spin up / spin down): 6.331 / 6.459 eV
relative energy (zero: lowest compared OMol25 entry of this formula, charge and spin): 35.8 kJ/mol

Positions of all 58 atoms, in Å:
Os (0.025, 0.473, 0.425)
C (1.632, -2.901, 0.842)
C (0.456, -2.297, 1.594)
C (-0.336, -3.326, 2.368)
O (-0.445, -1.611, 0.664)
C (1.039, -1.201, 2.503)
O (1.328, -1.437, 3.649)
O (1.241, -0.027, 1.930)
H (1.293, -3.670, 0.145)
H (2.306, -3.363, 1.564)
H (2.180, -2.131, 0.302)
H (-0.510, -4.214, 1.758)
H (-1.295, -2.910, 2.676)
H (0.219, -3.609, 3.261)
H (-0.534, -2.108, -0.164)
Cl (-5.944, 3.197, 2.764)
C (-4.674, 2.535, 1.782)
C (-4.836, 2.454, 0.429)
C (-3.828, 1.916, -0.392)
I (-4.101, 1.799, -2.446)
C (-2.648, 1.457, 0.147)
O (-1.673, 0.923, -0.556)
C (-2.488, 1.553, 1.556)
N (-1.297, 1.092, 2.030)
C (-1.053, 1.145, 3.320)
C (-1.997, 1.650, 4.231)
C (-3.198, 2.117, 3.778)
C (-3.480, 2.082, 2.396)
H (-5.753, 2.811, -0.018)
H (-0.081, 0.804, 3.652)
H (-1.749, 1.664, 5.283)
H (-3.932, 2.521, 4.461)
O (-0.185, 4.040, -0.860)
N (0.421, 3.025, -0.818)
O (0.376, 2.455, 0.426)
C (-0.122, -3.028, -3.736)
C (-0.998, -2.000, -3.428)
C (-0.610, -0.967, -2.581)
C (0.667, -0.969, -2.030)
C (1.558, -1.993, -2.360)
C (1.163, -3.017, -3.202)
N (1.068, 0.068, -1.124)
C (2.277, 0.739, -1.464)
C (3.051, 1.315, -0.458)
C (4.220, 1.982, -0.783)
C (4.632, 2.082, -2.104)
C (3.859, 1.509, -3.106)
C (2.690, 0.839, -2.793)
H (-0.430, -3.829, -4.395)
H (-1.993, -1.986, -3.853)
H (-1.290, -0.159, -2.353)
H (2.566, -1.969, -1.967)
H (1.863, -3.804, -3.450)
H (2.744, 1.235, 0.575)
H (4.811, 2.429, 0.006)
H (5.548, 2.600, -2.352)
H (4.164, 1.591, -4.141)
H (2.083, 0.422, -3.584)

Record 3
Entry from the OMol25 dataset: a molecular structure, CH6ClP3 at a distorted geometry (the ωB97M-V functional and the def2-TZVPD basis).

Summary:
strongest force on any atom: 0.058 hartree/bohr
calculated total energy: -1525.8568 Ha
frontier orbital gap: 9.931 eV
relative energy (zero: lowest compared OMol25 entry of this formula, charge and spin): 0.0 kJ/mol

Positions of all 11 atoms, in Å:
C (-0.626, -0.065, -0.023)
P (-0.483, 0.082, -1.924)
P (0.017, 1.575, 0.435)
P (0.050, -1.732, 0.540)
Cl (-2.388, 0.080, 0.581)
H (-1.462, 1.069, -1.886)
H (-1.399, -0.969, -2.399)
H (-0.193, 1.489, 1.902)
H (1.311, 1.293, 0.468)
H (1.494, -1.438, -0.061)
H (0.617, -1.459, 1.749)

Record 4
Entry from the OMol25 dataset: 2 unconnected molecules or ions with the total composition C5H9NO2 at a distorted geometry (the ωB97M-V functional and the def2-TZVPD basis).

Summary:
strongest force on any atom: 0.126 hartree/bohr
calculated total energy: -400.8341 Ha
frontier orbital gap: 8.653 eV
relative energy (zero: lowest compared OMol25 entry of this formula, charge and spin): 899.5 kJ/mol

Positions of all 17 atoms, in Å:
C (-0.173, 0.311, 0.410)
C (1.081, 0.551, 1.216)
C (1.896, -0.047, -0.080)
C (0.075, -1.124, -0.012)
C (-1.368, -0.516, 0.465)
H (-0.025, 1.106, -1.674)
H (-0.579, 2.644, -0.156)
H (1.293, -0.035, 2.163)
H (1.204, 1.574, 1.474)
H (2.796, -0.870, -0.100)
H (2.528, 0.819, -0.550)
H (0.489, -1.783, 0.866)
H (-1.453, -1.017, 1.509)
H (-2.121, 0.666, -0.736)
N (-0.301, 1.339, -0.685)
O (1.072, -0.753, -1.118)
O (-2.459, -0.189, -0.131)

Record 5
Entry from the OMol25 dataset: 2 unconnected molecules or ions with the total composition C4H12N2O at a distorted geometry (the ωB97M-V functional and the def2-TZVPD basis).

Summary:
strongest force on any atom: 0.039 hartree/bohr
calculated total energy: -344.0337 Ha
frontier orbital gap (spin up / spin down): 9.868 / 6.021 eV
net charge: +1
⟨S²⟩: 0.759
relative energy (zero: lowest compared OMol25 entry of this formula, charge and spin): 75.7 kJ/mol
2S+1: 2

Positions of all 19 atoms, in Å:
C (-1.244, -0.614, 1.895)
C (-1.150, 0.048, 0.408)
C (0.264, 0.292, 0.122)
C (1.031, -0.651, -0.525)
N (2.355, -0.650, -0.646)
N (-1.612, 0.311, 2.932)
H (-0.276, -0.970, 2.166)
H (-1.947, -1.432, 1.781)
H (-1.589, -0.688, -0.235)
H (-1.804, 0.909, 0.298)
H (0.588, 1.190, 0.636)
H (0.602, -1.522, -1.009)
H (2.770, -1.026, -1.494)
H (2.908, 0.127, -0.288)
H (-0.799, 0.857, 3.200)
H (-2.339, 0.958, 2.639)
H (1.294, 1.409, -4.301)
H (0.551, 0.317, -3.549)
O (0.399, 1.136, -4.031)

Record 6
Entry from the OMol25 dataset: a molecular structure, C5H10O (the ωB97M-V functional and the def2-TZVPD basis).

Summary:
strongest force on any atom: 0.005 hartree/bohr
calculated total energy: -271.5823 Ha
frontier orbital gap (spin up / spin down): 7.418 / 7.559 eV
relative energy (zero: lowest compared OMol25 entry of this formula, charge and spin): 447.3 kJ/mol

Positions of all 16 atoms, in Å:
C (-0.184, -0.899, 1.783)
C (0.222, 0.253, 0.901)
C (-0.737, 0.906, 0.011)
C (-0.013, 0.802, -1.479)
C (0.676, -0.529, -1.349)
O (-0.717, 0.648, -2.548)
H (-0.835, -1.596, 1.245)
H (-0.754, -0.516, 2.640)
H (0.678, -1.447, 2.174)
H (0.992, -0.384, -0.087)
H (1.013, 0.890, 1.305)
H (-0.888, 1.966, 0.219)
H (-1.693, 0.380, -0.055)
H (0.736, 1.633, -1.467)
H (1.529, -0.743, -1.998)
H (-0.026, -1.364, -1.291)